Record 1
67
Properties=species:S:1:pos:R:3 method="wB97M-V/def2-TZVPD" total_charge=+2 e_lumo_ev=-8.26 e_above_lowest_kj_mol=9.1 total_energy_ev=-80747.3325
Ti -0.1607 -0.0742 0.2192
C -2.1473 -3.1281 0.5557
C -1.7588 -2.5820 -0.7726
C -2.0774 -3.0334 -2.0341
C -1.4596 -2.1571 -2.9250
N -0.7934 -1.2317 -2.2457
N -0.9751 -1.4703 -0.9010
B 0.0726 -0.0350 -2.8024
N 1.4907 -0.1820 -2.1588
C 2.7300 -0.2783 -2.6404
C 3.6271 -0.4732 -1.6018
C 2.8698 -0.4796 -0.4458
C 3.3091 -0.6463 0.9659
N 1.5671 -0.2878 -0.7849
N -0.5439 1.2912 -2.1930
C -0.9563 2.4069 -2.7744
C -1.4085 3.3049 -1.8009
C -1.2550 2.6701 -0.5941
C -1.5685 3.1215 0.7882
N -0.7228 1.4293 -0.8349
N -0.0080 -0.0250 -4.2818
C 0.8073 -0.3776 -5.3204
C 0.0893 -0.2724 -6.4729
C -1.2012 0.1521 -6.0720
C -2.3900 0.4228 -6.9340
N -1.2589 0.2918 -4.7612
H -2.6346 -4.0909 0.4259
H -1.2767 -3.2760 1.1959
H -2.8399 -2.4589 1.0660
H -2.6817 -3.8887 -2.2827
H -1.4654 -2.1337 -4.0032
H 2.9302 -0.1916 -3.6927
H 4.6940 -0.5909 -1.6803
H 4.3602 -0.9231 0.9935
H 3.1805 0.2755 1.5316
H 2.7465 -1.4285 1.4798
H -0.9244 2.4971 -3.8474
H -1.8040 4.2922 -1.9679
H -1.9578 4.1358 0.7675
H -2.3276 2.4812 1.2425
H -0.6741 3.1215 1.4152
H 1.8189 -0.7180 -5.1948
H 0.4340 -0.4768 -7.4723
H -2.1423 0.2825 -7.9835
H -3.2115 -0.2481 -6.6843
H -2.7428 1.4448 -6.7997
C 0.1268 -2.3583 4.9931
C 1.3768 -1.5819 4.6641
C 2.5732 -2.2704 4.4457
C 3.7679 -1.5953 4.2732
Cl 5.2202 -2.4882 3.9749
C 3.8191 -0.2108 4.3475
C 2.6397 0.4883 4.5184
C 1.4384 -0.1916 4.6409
O 0.3109 0.6242 4.7922
C -0.7965 0.3660 3.9986
C -0.5172 0.1683 2.5445
O 0.5939 0.4379 1.9646
O -1.4168 -0.2933 1.7509
H 0.3937 -3.3428 5.3714
H -0.5198 -2.5189 4.1243
H -0.4590 -1.8598 5.7657
H 2.5747 -3.3532 4.4557
H 4.7659 0.3050 4.2637
H 2.6321 1.5696 4.5637
H -1.4598 1.2388 4.0514
H -1.4011 -0.4900 4.3130

Record 2
65
Properties=species:S:1:pos:R:3 method="wB97M-V/def2-TZVPD" total_charge=+2 e_lumo_ev="-8.61 / -8.35" multiplicity=2 s2=0.76 total_energy_ev=-45189.7541
Pt 0.1279 1.4125 0.1356
C 1.3428 2.8035 3.0019
C 1.2068 1.3196 3.0190
C 1.6321 0.3503 3.9278
C 1.2130 -0.8595 3.4027
N 0.5574 -0.6330 2.2559
N 0.5604 0.6902 2.0336
B 0.0142 -1.5672 1.1470
N 1.0019 -1.3943 -0.0353
C 1.5979 -2.3420 -0.7768
C 2.7533 -1.8196 -1.3191
C 2.8289 -0.5020 -0.8565
C 4.0367 0.3653 -0.9876
N 1.7458 -0.2428 -0.1125
N -1.4066 -1.0762 0.7775
C -2.5442 -1.7916 0.7924
C -3.6070 -0.9174 0.8484
C -3.0393 0.3630 0.8775
C -3.7495 1.6482 1.1454
N -1.7120 0.2347 0.8031
N -0.1188 -2.9879 1.6588
C -0.6875 -3.3368 2.8525
C -0.8802 -4.6869 2.8429
C -0.3676 -5.1289 1.5920
C -0.3170 -6.5138 1.0636
N 0.0649 -4.0849 0.9024
H 2.1604 3.1304 3.6383
H 0.4224 3.2669 3.3614
H 1.5278 3.1516 1.9821
H 2.1798 0.5131 4.8387
H 1.3561 -1.8529 3.7922
H 1.1726 -3.3257 -0.8509
H 3.4656 -2.3165 -1.9537
H 4.1453 0.7700 -1.9939
H 4.9121 -0.2592 -0.8164
H 4.0526 1.1631 -0.2463
H -2.5418 -2.8684 0.7620
H -4.6556 -1.1549 0.8782
H -4.2810 2.0301 0.2699
H -3.0626 2.3996 1.5349
H -4.5074 1.4672 1.9053
H -0.9396 -2.5982 3.5957
H -1.2952 -5.3050 3.6197
H -0.3065 -7.2399 1.8736
H 0.5490 -6.6581 0.4207
H -1.2057 -6.7199 0.4617
N -1.5657 2.8413 -0.6804
C -1.4675 2.8262 -2.1115
C -2.5125 3.0262 -2.9704
C -2.2658 3.1155 -4.3546
C -0.9957 3.0320 -4.8536
C 0.0935 2.7765 -3.9885
C 1.4347 2.6457 -4.4077
C 2.4107 2.4275 -3.4686
C 2.0515 2.2646 -2.1269
N 0.7995 2.3155 -1.7141
C -0.1731 2.6318 -2.6125
H -1.1936 3.7119 -0.3029
H -2.5241 2.7417 -0.3602
H -3.5242 3.1465 -2.6033
H -3.0975 3.2769 -5.0254
H -0.8076 3.1482 -5.9123
H 1.6832 2.7288 -5.4578
H 3.4526 2.3545 -3.7435
H 2.7993 2.0933 -1.3712

Record 3
68
Properties=species:S:1:pos:R:3 method="wB97M-V/def2-TZVPD" total_charge=+1 e_lumo_ev=-4.82 total_energy_ev=-215211.5190
Rh -0.5084 -0.6371 -0.5551
Br -2.7673 0.1225 -1.6252
C -2.7041 -0.9345 -3.2862
Br -1.9346 0.0083 -4.7368
H -3.7503 -1.1335 -3.4842
H -2.1402 -1.8334 -3.0603
C -0.6880 -3.8442 1.6256
C -2.0055 -3.5691 0.9099
C -1.9710 -3.8889 -0.5794
C -2.5417 -2.1606 1.1898
C -3.1235 -2.0423 2.6044
O -2.4416 -0.9112 3.1835
C -1.5737 -0.4487 2.2921
N -1.5425 -1.0606 1.1622
C -0.8323 0.7517 2.7387
C -0.9735 1.1013 4.0851
C -0.3492 2.2227 4.5952
C 0.4292 3.0191 3.7693
C 0.5854 2.6808 2.4380
C -0.0375 1.5520 1.9070
P 0.3707 1.2630 0.1600
C 2.1480 1.0291 0.2386
C 2.5899 -0.1391 0.8637
C 3.9434 -0.3956 0.9634
C 4.8604 0.5222 0.4629
C 4.4253 1.6982 -0.1235
C 3.0681 1.9552 -0.2467
C -0.1916 2.6946 -0.7470
C -1.3422 3.3458 -0.2884
C -1.8260 4.4470 -0.9712
C -1.1632 4.9018 -2.1041
C -0.0327 4.2453 -2.5691
C 0.4525 3.1285 -1.9078
H -0.4737 -4.9121 1.6157
H -0.7232 -3.5308 2.6714
H 0.1428 -3.3363 1.1359
H -2.7656 -4.2258 1.3523
H -1.2962 -3.2269 -1.1304
H -2.9712 -3.8176 -1.0124
H -1.6042 -4.9018 -0.7446
H -3.2952 -1.9163 0.4381
H -2.9071 -2.9122 3.2224
H -4.1905 -1.8309 2.6278
H -1.5783 0.4837 4.7303
H -0.4711 2.4751 5.6391
H 0.9191 3.9000 4.1602
H 1.2094 3.2981 1.8027
H 1.8845 -0.8564 1.2658
H 4.2820 -1.3174 1.4149
H 5.9196 0.3153 0.5316
H 5.1394 2.4120 -0.5091
H 2.7416 2.8680 -0.7212
H -1.8517 3.0025 0.6036
H -2.7138 4.9537 -0.6185
H -1.5364 5.7695 -2.6312
H 0.4703 4.5937 -3.4605
H 1.3012 2.5855 -2.3083
O 0.9563 -3.3034 -2.6440
P 1.8433 -2.6471 -1.4856
O 2.8960 -3.5001 -0.9529
O 0.7347 -2.1686 -0.5194
O 2.4501 -1.3083 -2.1504
P 1.6613 -0.2086 -3.0189
O 1.2870 -0.9454 -4.3810
O 2.4777 0.9922 -3.2422
O 0.3294 0.0045 -2.2844
H 1.4730 -3.8950 -3.2059
H 1.8273 -0.5835 -5.0956

Record 4
61
Properties=species:S:1:pos:R:3 method="wB97M-V/def2-TZVPD" total_charge=-1 e_lumo_ev="1.21 / 1.21" e_above_lowest_kj_mol=469.2 total_energy_ev=-97643.5048
O -0.5557 0.4324 -5.3363
C -0.8166 1.6859 -6.1371
C -0.2754 1.1458 -7.4191
H -0.2610 2.5609 -5.7444
H -1.8900 1.9158 -6.2066
C -0.2587 -0.1895 -6.6430
H 0.7284 1.5086 -7.6689
H -0.9778 1.1136 -8.2747
C 1.0010 -1.0087 -6.8307
H 1.9004 -0.3887 -6.7604
H 0.9513 -1.4305 -7.8495
H 1.0314 -1.8156 -6.0917
C -1.4412 -1.0325 -7.0739
H -2.3078 -0.4053 -7.2927
H -1.7105 -1.7403 -6.2982
H -1.1810 -1.5993 -7.9646
Cd -0.8096 0.8169 -2.3385
C -2.8811 -0.5581 0.3899
C -2.6655 0.8194 0.1777
C -2.6461 1.0648 -1.2431
H -2.6508 1.6059 0.9509
C -2.9002 -0.2371 -1.9049
C -3.0160 -1.1904 -0.8778
H -3.2181 -2.2689 -1.0006
H -2.9340 -1.0665 1.3447
H -2.7641 2.0422 -1.7059
H -3.2254 -0.3584 -2.9654
C 0.9925 -2.3480 1.2264
C 0.0930 -2.7044 0.1814
C 0.5671 -2.1500 -1.0266
H -0.8363 -3.2718 0.3096
C 1.7763 -1.4548 -0.7488
C 2.0560 -1.5849 0.6444
H 2.9188 -1.1802 1.1692
H 0.9159 -2.6453 2.2679
H 0.1018 -2.2772 -2.0238
H 2.3826 -0.9086 -1.4652
O 2.9315 1.0969 -5.7075
C 2.7802 0.2472 -4.5082
C 1.8079 0.8479 -3.4417
H 3.7782 0.1831 -4.0336
H 2.4903 -0.8062 -4.7396
C 1.4246 2.1951 -4.0690
H 2.2880 0.9842 -2.4534
H 0.9363 0.1177 -3.3144
C 2.3645 2.3680 -5.2821
H 1.3690 3.0361 -3.3596
H 0.4087 2.0351 -4.4473
H 3.1981 2.9887 -4.9464
H 1.8755 2.8634 -6.1327
Cl -0.5477 0.1144 2.1981
C 0.5957 1.3475 1.8462
C 0.8211 1.8128 0.5735
C 1.7465 2.8101 0.3834
Cl 1.8776 3.6647 -1.1328
C 2.5714 3.2850 1.4589
Cl 3.8818 4.3486 1.1807
C 2.3048 2.8455 2.7756
Cl 3.2290 3.4145 4.0971
C 1.2947 1.8796 2.9725
Cl 0.9411 1.3005 4.5500

Record 5
65
Properties=species:S:1:pos:R:3 method="wB97M-V/def2-TZVPD" total_charge=+1 e_lumo_ev="-2.76 / -2.53" e_above_lowest_kj_mol=19.9 multiplicity=3 s2=2.01 total_energy_ev=-73923.1062
V -0.3848 0.1282 -0.1471
C -2.4985 0.7306 -2.2966
N -1.0271 0.7811 -2.2064
C -0.4677 0.1282 -3.4004
C -0.5464 2.1765 -2.1609
C -1.0498 2.8981 -0.9189
N -1.1076 1.9348 0.1798
C -1.7641 2.3229 1.3337
C -2.4739 1.3462 2.0415
F -2.4784 0.0897 1.5275
C -3.1686 1.6146 3.2008
F -3.8286 0.6218 3.8023
C -3.1949 2.8920 3.7273
C -2.4964 3.8719 3.0519
F -2.4711 5.1161 3.5310
C -1.7857 3.6057 1.8906
F -1.0770 4.6013 1.3361
H -2.8449 1.2798 -3.1785
H -2.9438 1.1602 -1.4026
H -2.8103 -0.3096 -2.3781
H -0.8256 0.6288 -4.3058
H -0.7798 -0.9144 -3.4280
H 0.6194 0.1824 -3.3780
H -0.8649 2.7244 -3.0560
H 0.5466 2.1360 -2.1696
H -2.0315 3.3482 -1.1059
H -0.3642 3.7195 -0.7078
H -3.7354 3.1134 4.6354
O -1.1585 -1.5591 -0.2921
C -0.9142 -2.5580 -1.1338
C -1.9314 -3.4867 -1.3814
C -1.7093 -4.5606 -2.2187
C -0.4720 -4.7359 -2.8330
C 0.5355 -3.8235 -2.5988
C 0.3454 -2.7257 -1.7479
C 1.4360 -1.7703 -1.5450
N 1.3809 -0.5669 -0.9755
C 2.6408 -0.0074 -1.0566
C 3.4670 -0.8769 -1.6826
N 2.6980 -1.9788 -1.9800
H -2.8870 -3.3371 -0.8976
H -2.5073 -5.2685 -2.4010
H -0.3012 -5.5725 -3.4953
H 1.4781 -3.9675 -3.1120
H 2.8576 0.9598 -0.6348
H 4.5113 -0.8221 -1.9304
H 3.0247 -2.8136 -2.4334
N 0.2420 -3.1957 2.1727
H -0.7634 -3.2764 2.2886
H 0.6634 -3.5865 3.0089
H 0.4865 -3.8146 1.4067
N 0.3990 -0.1785 1.8697
C 1.6744 0.4458 2.1021
C 1.7557 1.8294 2.1929
C 2.9965 2.4312 2.3460
C 4.1482 1.6583 2.4011
C 4.0556 0.2768 2.3125
C 2.8198 -0.3352 2.1619
H 0.4562 -1.2024 1.9897
H -0.2941 0.1663 2.5302
H 0.8543 2.4285 2.1431
H 3.0611 3.5083 2.4246
H 5.1131 2.1312 2.5235
H 4.9502 -0.3297 2.3668
H 2.7422 -1.4136 2.0914

Record 6
62
Properties=species:S:1:pos:R:3 method="wB97M-V/def2-TZVPD" total_charge=-1 e_lumo_ev="2.39 / 2.39" e_above_lowest_kj_mol=123.5 multiplicity=3 s2=2.02 total_energy_ev=-58371.1938
O -0.9963 0.8688 -2.5784
C 0.2967 1.5380 -2.8391
C -0.2642 2.8425 -3.3576
H 1.0083 0.9839 -3.4193
H 0.7390 1.5926 -1.8614
C -1.6434 2.1810 -2.6635
H -0.3317 2.9278 -4.4400
H 0.0276 3.7701 -2.8071
C -2.9266 2.0589 -3.4626
H -2.7876 1.3529 -4.3245
H -3.1192 3.0860 -3.8976
H -3.7625 1.7036 -2.8062
C -1.5996 2.9287 -1.3258
H -0.5591 3.1186 -1.0006
H -2.0004 2.4065 -0.4623
H -2.0910 3.8891 -1.4414
Pd 0.7759 -0.2224 1.9766
C 1.0971 2.0660 3.1619
C 2.2349 1.2337 2.9389
C 2.4050 1.0918 1.5067
H 2.8693 0.7727 3.6899
C 1.4302 1.9590 0.8816
C 0.6888 2.5907 1.9070
H -0.0588 3.3667 1.7500
H 0.6815 2.3316 4.1356
H 3.1700 0.5080 1.0075
H 1.3174 2.0873 -0.1846
C -1.3263 -0.2550 3.3627
C -1.7669 0.9532 2.7750
C -1.7497 0.7897 1.3878
H -2.0638 1.8508 3.3001
C -1.2278 -0.4823 1.0194
C -1.0731 -1.1975 2.2841
H -0.8541 -2.2501 2.3696
H -1.2748 -0.4661 4.4226
H -2.1462 1.5019 0.6911
H -1.0483 -0.8989 0.0312
O 0.1813 -1.0961 -3.6082
C -0.1215 -0.3345 -4.8311
C 0.4446 -0.9706 -6.0876
H 0.4027 0.6068 -4.8282
H -1.1475 -0.0214 -4.8376
C 1.4345 -1.9982 -5.5199
H 0.9827 -0.2340 -6.7013
H -0.3649 -1.4107 -6.6682
C 1.2289 -2.0337 -3.9980
H 2.4493 -1.6558 -5.7112
H 1.2864 -2.9787 -5.9721
H 2.1605 -1.7247 -3.4695
H 0.9848 -3.0488 -3.6275
F -0.2137 -4.0660 7.7982
C 0.2058 -3.6116 6.6012
C 0.4590 -2.2497 6.4300
F 0.2830 -1.3798 7.4478
C 0.9198 -1.8030 5.2000
F 1.1379 -0.4653 5.0608
C 1.1643 -2.6791 4.1261
S 1.9401 -2.1932 2.6805
C 0.7962 -4.0364 4.3004
F 0.8547 -4.8716 3.2344
C 0.3566 -4.5042 5.5327
F 0.1043 -5.8196 5.7211